A cluster of 2 separate species, C10H16NOP in total. Source: the Open Molecules 2025 dataset; level of theory: ωB97M-V/def2-TZVPD.

```
29
Properties=species:S:1:pos:R:3:mulliken_charge:R:1
C -2.5372 -0.3101 0.0364 0.79
C -2.5953 1.0572 0.4223 1.06
C -1.3064 -0.7892 0.4545 -0.02
C -1.4035 1.3027 1.0533 -0.81
C 0.2883 -2.4477 0.7612 -0.44
C 3.9594 -0.9603 0.5541 -1.05
C -3.5838 -1.0752 -0.6879 -1.20
C -3.7137 2.0101 0.1868 -1.23
C 3.6753 1.8222 0.1672 -1.12
C 2.0842 -0.0396 -1.3600 -1.04
N -0.8286 -2.0274 0.3302 -0.41
O -0.6165 0.2451 1.0783 -0.24
P 2.7350 0.2380 0.3411 0.57
H 0.5303 -3.4839 0.5886 0.26
H 1.0123 -1.8335 1.2966 0.31
H 4.7014 -0.7864 1.3150 0.30
H 3.7093 -1.9925 0.3741 0.32
H -4.5761 -0.7360 -0.3969 0.35
H -3.4753 -0.9301 -1.7651 0.26
H -3.4821 -2.1358 -0.4724 0.37
H -3.8511 2.1856 -0.8808 0.29
H -4.6475 1.6157 0.5882 0.33
H -3.4978 2.9581 0.6716 0.35
H 4.4034 1.7354 -0.6372 0.33
H 2.9829 2.6342 -0.0445 0.32
H 4.1883 2.0325 1.1030 0.36
H 2.9087 -0.0736 -2.0704 0.42
H 1.5370 -0.9806 -1.3844 0.30
H 1.3989 0.7651 -1.6229 0.29
```

- energy above the lowest of the compared OMol25 structures with the same formula, charge and spin (kcal per mole) = 163.2
- Kohn-Sham gap (spin up / spin down) (eV) = 8.1 / 5.9
- DFT total energy (hartree) = -861.7847
- spin multiplicity = 1
- charge = 0
- HOMO (spin up / spin down) (eV) = -8.21 / -7.09